No. 1
Here is C6H10O as an isolated structure from the Open Molecules 2025 dataset. Energies are from wB97M-V/def2-TZVPD.

Each line ends with the natural charge from an NBO analysis.
CARTESIAN COORDINATES (ANGSTROEM)
O1 -2.1817 -0.6006 0.3509  -0.6997
C1 -0.9183 -0.9663 -0.1859  0.0536
C2 -0.3915 0.0491 -1.1986  -0.4267
C3 0.1776 1.2750 -0.4873  -0.4147
C4 1.3316 0.8673 0.4376  -0.5103
C5 1.0788 -0.2881 1.3880  -0.1487
C6 0.0578 -1.1605 0.9739  -0.3541
H1 -2.0637 0.2172 0.8526  0.4647
H2 -1.0985 -1.9284 -0.6770  0.1894
H3 -1.2065 0.3135 -1.8811  0.2237
H4 0.3993 -0.4207 -1.8008  0.2029
H5 -0.6154 1.7601 0.1021  0.1862
H6 0.5105 2.0256 -1.2129  0.2181
H7 2.2175 0.6009 -0.1590  0.2280
H8 1.6635 1.7208 1.0412  0.2324
H9 1.2542 -1.4849 0.8086  0.3257
H10 -0.2153 -1.9800 1.6475  0.2295

HOMO level   -0.2957 Eh
ΔE to the lowest compared entry with this formula, charge and spin   313.98 kJ/mol
LUMO energy   0.8 eV
Charge   0

No. 2
Here is C26H21Cl2HoN5O7S as an isolated structure at a distorted geometry from the Open Molecules 2025 dataset. Energies are from wB97M-V/def2-TZVPD.

Each line ends with the natural charge from an NBO analysis.
CARTESIAN COORDINATES (ANGSTROEM)
Ho1 0.3660 -0.1590 0.3221  1.8045
Cl1 -4.4524 0.8734 5.6718  -0.0271
C1 -3.7757 0.3182 4.1581  -0.0549
C2 -2.6300 0.9403 3.6880  -0.2603
C3 -2.0353 0.5562 2.4863  0.1337
N1 -0.8309 1.0987 1.9772  -0.7232
C4 -0.2557 2.1396 2.5914  0.6215
O1 -0.6511 2.8308 3.5366  -0.6762
C5 1.1191 2.5151 2.0668  0.1744
C6 2.0068 3.1094 2.9553  -0.2164
C7 3.2573 3.4667 2.5045  -0.1553
C8 3.5816 3.2325 1.1727  -0.2634
C9 2.6472 2.6155 0.3714  0.0761
N2 1.4284 2.2566 0.7990  -0.4762
C10 -2.6254 -0.4957 1.7529  0.2106
C11 -3.7720 -1.1105 2.2449  -0.2662
C12 -4.3473 -0.7074 3.4387  -0.0779
Cl2 -5.7916 -1.5296 3.9821  -0.0272
N3 -1.9433 -0.9296 0.5821  -0.7537
C13 -2.5722 -1.7344 -0.2835  0.5947
O2 -3.7528 -2.1043 -0.3183  -0.6796
C14 -1.6918 -2.3027 -1.3849  0.1607
C15 -2.1223 -3.4350 -2.0672  -0.2215
C16 -1.3136 -3.9597 -3.0523  -0.1622
C17 -0.1102 -3.3300 -3.3448  -0.2658
C18 0.2298 -2.2071 -2.6223  0.0749
N4 -0.5449 -1.6922 -1.6599  -0.4605
H1 -2.1939 1.7385 4.2599  0.2709
H2 1.6741 3.2760 3.9687  0.2472
H3 3.9755 3.9167 3.1794  0.2098
H4 4.5481 3.4940 0.7624  0.2127
H5 2.8931 2.3749 -0.6518  0.1902
H6 -4.2283 -1.9102 1.6887  0.2618
H7 -3.0767 -3.8613 -1.7968  0.2490
H8 -1.6124 -4.8557 -3.5832  0.2102
H9 0.5621 -3.7047 -4.1051  0.2147
H10 1.1607 -1.6961 -2.8123  0.2001
O3 -1.4245 1.1452 -1.2788  -0.7299
C19 -1.4164 1.1898 -2.7005  -0.0628
C20 -0.8150 2.5105 -3.1085  -0.4012
C21 0.4827 2.8017 -2.3602  -0.4535
C22 1.5995 1.8391 -2.6606  0.2548
C23 2.5284 2.1658 -3.6449  -0.2691
C24 3.6111 1.3408 -3.8786  -0.1564
C25 3.7580 0.2038 -3.1048  -0.2623
C26 2.7920 -0.0688 -2.1560  0.0481
N5 1.7131 0.7022 -1.9476  -0.4846
H11 -2.0956 0.5409 -0.9303  0.5193
H12 -2.4335 1.0898 -3.0862  0.1798
H13 -0.8320 0.3534 -3.0942  0.1733
H14 -1.5210 3.3197 -2.9079  0.2117
H15 -0.6382 2.4969 -4.1899  0.1981
H16 0.2956 2.8059 -1.2888  0.2660
H17 0.8258 3.8079 -2.6111  0.2113
H18 2.3961 3.0883 -4.1966  0.2147
H19 4.3421 1.5894 -4.6388  0.2130
H20 4.6003 -0.4664 -3.2113  0.2237
H21 2.8661 -0.9450 -1.5237  0.2603
O4 3.2081 -2.5071 1.8372  -0.9577
S1 2.2006 -1.6797 1.2579  2.5503
O5 0.9216 -1.5562 2.0449  -1.0075
O6 2.5835 -0.2383 1.0334  -1.0417
O7 1.7056 -2.0873 -0.1050  -1.0478

HOMO level (alpha / beta)   -0.1725 / -0.1726 Eh
ΔE to the lowest compared entry with this formula, charge and spin   0.00 kJ/mol
LUMO energy (alpha / beta)   2.1 / 2.1 eV
Multiplicity   5
Charge   -1

No. 3
Here is a 3-piece molecular cluster, C35H28FNO8S overall at a distorted geometry from the Open Molecules 2025 dataset. Energies are from wB97M-V/def2-TZVPD.

Each line ends with the Löwdin charge.
CARTESIAN COORDINATES (ANGSTROEM)
C1 8.3169 -2.7929 7.6115  0.0875
C2 8.5574 -1.7692 6.9790  -0.0929
C3 8.6744 -0.5375 5.9836  -0.1363
N1 7.2988 -0.2170 5.4741  -0.2682
O1 6.3957 -0.4314 6.4798  -0.1744
C4 6.0417 0.8561 7.1028  -0.0869
C5 4.4369 0.9653 7.0467  -0.1844
O2 4.0772 0.7094 5.6863  -0.1977
C6 2.8038 0.0554 5.5665  -0.2412
C7 2.8225 -1.4830 6.0770  -0.0729
S1 6.9097 -1.1299 4.0710  0.7721
O3 7.4144 -2.5037 4.1109  -0.2645
O4 5.4786 -1.1152 3.7521  -0.2677
F1 7.6692 -0.3890 2.7824  -0.1911
H1 7.8725 -3.7217 8.0659  0.0629
H2 9.3707 -0.7641 5.1249  0.1293
H3 9.0309 0.3695 6.5648  0.1299
H4 6.4263 1.6547 6.3869  0.1414
H5 6.4540 0.9491 8.1497  0.1341
H6 3.9727 0.2648 7.8058  0.1285
H7 4.1111 2.0219 7.3530  0.1368
H8 1.9324 0.6447 6.0024  0.1218
H9 2.5918 -0.0174 4.4448  0.1143
H10 3.8384 -1.7762 6.4887  0.0776
H11 2.0714 -1.5156 6.9403  0.0744
H12 2.4674 -2.1474 5.2384  0.0689
C8 2.4239 -0.9599 1.0017  -0.0486
C9 2.4319 -0.0241 -0.0298  -0.0503
C10 1.2346 0.4289 -0.5679  0.0029
C11 0.0234 -0.0616 -0.0842  -0.0849
C12 0.0161 -1.0175 0.9329  -0.0838
C13 1.2192 -1.4566 1.4821  0.0015
C14 -1.2631 -1.5848 1.4235  -0.2795
O5 -1.2710 -2.4157 2.3129  0.1037
C15 -2.5322 -1.1295 0.8063  -0.0816
C16 -3.7388 -1.6939 1.2153  0.0033
C17 -4.9338 -1.2640 0.6519  -0.0531
C18 -4.9291 -0.2621 -0.3154  -0.0469
C19 -3.7286 0.2990 -0.7295  -0.0133
C20 -2.5268 -0.1398 -0.1771  -0.0885
C21 -1.2492 0.4414 -0.6528  -0.2851
O6 -1.2454 1.3146 -1.5025  0.0987
H13 3.3597 -1.3062 1.4278  0.1061
H14 3.3737 0.3537 -0.4126  0.1096
H15 1.2465 1.1616 -1.3675  0.1216
H16 1.2191 -2.1892 2.2818  0.1189
H17 -3.7496 -2.4723 1.9705  0.1214
H18 -5.8713 -1.7085 0.9681  0.1083
H19 -5.8630 0.0781 -0.7496  0.1113
H20 -3.7316 1.0750 -1.4859  0.1026
C22 -6.7664 3.7438 -8.8552  -0.0586
C23 -6.6094 2.7487 -9.8169  -0.0584
C24 -5.9653 1.5624 -9.4918  0.0004
C25 -5.4646 1.3711 -8.2058  -0.0842
C26 -5.6006 2.3779 -7.2493  -0.0838
C27 -6.2630 3.5602 -7.5744  0.0005
C28 -5.0294 2.2082 -5.8911  -0.2785
O7 -5.1511 3.0846 -5.0552  0.1045
C29 -4.3008 0.9574 -5.5715  -0.0798
C30 -3.7090 0.8064 -4.3191  0.0088
C31 -3.0354 -0.3668 -4.0051  -0.0445
C32 -2.9583 -1.3979 -4.9383  -0.0466
C33 -3.5418 -1.2498 -6.1897  0.0019
C34 -4.2060 -0.0683 -6.5130  -0.0854
C35 -4.7943 0.0935 -7.8637  -0.2796
O8 -4.7239 -0.8055 -8.6817  0.1022
H21 -7.2778 4.6664 -9.1077  0.1071
H22 -6.9920 2.8984 -10.8207  0.1071
H23 -5.8503 0.7886 -10.2430  0.1209
H24 -6.3833 4.3405 -6.8309  0.1208
H25 -3.7683 1.6047 -3.5875  0.1115
H26 -2.5714 -0.4802 -3.0323  0.0879
H27 -2.4382 -2.3169 -4.6900  0.1091
H28 -3.4744 -2.0541 -6.9141  0.1210

HOMO level   -0.3551 Eh
LUMO energy   -1.0 eV
SMILES   O=C1c2ccccc2C(=O)c2ccccc21.O=C1c2ccccc2C(=O)c2ccccc21.C#CCN(OCCOCC)S(=O)(=O)F
Charge   0

No. 4
Here is C15H31BrP2Sn as an isolated structure at a distorted geometry from the Open Molecules 2025 dataset. Energies are from wB97M-V/def2-TZVPD.

Each line ends with the natural charge from an NBO analysis.
CARTESIAN COORDINATES (ANGSTROEM)
P1 -0.2057 -1.4529 -1.8461  1.2007
P2 0.1570 1.7429 -1.6801  1.2971
C1 -0.3968 -0.4561 -3.4086  -0.7409
C2 0.3160 0.9051 -3.3513  -0.7312
H1 -1.4821 -0.3378 -3.5758  0.2580
H2 0.0213 -1.0712 -4.2217  0.2808
H3 1.3986 0.8073 -3.5512  0.2579
H4 -0.1174 1.5950 -4.0930  0.2830
C3 -1.5090 2.4594 -1.9450  -0.9863
H5 -1.7285 3.1406 -1.1169  0.2688
H6 -2.2704 1.6726 -1.9712  0.2533
H7 -1.5167 3.0120 -2.8914  0.2749
C4 1.1856 3.2412 -1.9226  -0.9731
H8 0.8064 3.8217 -2.7767  0.2783
H9 2.2275 2.9402 -2.0991  0.2665
H10 1.1327 3.8418 -1.0042  0.2740
C5 -1.1614 -2.9714 -2.1631  -0.9647
H11 -1.0402 -3.6274 -1.2898  0.2721
H12 -0.7811 -3.4684 -3.0676  0.2759
H13 -2.2234 -2.7167 -2.2822  0.2681
C6 1.5081 -2.0511 -2.1332  -0.9671
H14 2.2196 -1.2169 -2.1054  0.2495
H15 1.5447 -2.5407 -3.1142  0.2706
H16 1.7623 -2.7699 -1.3457  0.2668
Sn1 -1.2674 0.2082 5.8377  1.0442
C7 0.7046 1.7454 1.5075  -0.0684
C8 -0.6086 1.6284 1.2189  -0.1963
C9 -1.4013 0.5245 0.5869  -0.4881
C10 -1.8218 -0.7313 1.3936  -0.4545
C11 -0.7316 -1.7624 1.5017  -0.1278
C12 0.5944 -1.5460 1.5416  -0.0984
C13 1.3771 -0.5708 0.7242  -0.4777
C14 1.8012 0.7517 1.3911  -0.4764
C15 0.1503 -1.4736 5.8150  -1.1668
H17 0.9917 2.6298 2.1012  0.2521
H18 -1.2462 2.4485 1.5869  0.2441
H19 -0.8957 0.1139 -0.3112  0.1984
H20 -2.3248 0.9803 0.1920  0.2415
H21 -2.2371 -0.4391 2.3767  0.2647
H22 -2.6613 -1.1936 0.8379  0.2409
H23 -1.0926 -2.7594 1.7944  0.2414
H24 1.2106 -2.1892 2.1882  0.2490
H25 0.8153 -0.2743 -0.1804  0.1951
H26 2.2966 -1.0709 0.3703  0.2518
H27 2.2249 0.5622 2.3957  0.2721
H28 2.6329 1.1656 0.7908  0.2441
H29 1.0073 -1.1683 6.4208  0.2516
H30 0.4437 -1.6820 4.7781  0.2077
H31 -0.3563 -2.3420 6.2511  0.2364
Br1 0.5471 1.9454 5.8456  -0.5136

HOMO level (alpha / beta)   -0.4676 / -0.4752 Eh
ΔE to the lowest compared entry with this formula, charge and spin   297.77 kJ/mol
LUMO energy (alpha / beta)   -10.4 / -10.2 eV
Charge   +2

No. 5
Here is C2H2ClIO as an isolated structure at a distorted geometry from the Open Molecules 2025 dataset. Energies are from wB97M-V/def2-TZVPD.

Each line ends with the natural charge from an NBO analysis.
CARTESIAN COORDINATES (ANGSTROEM)
C1 0.9325 -0.2316 -0.0640  0.3456
C2 -0.5490 -0.0014 0.0364  -0.4984
O1 1.4526 -1.2899 0.1435  -0.4831
Cl1 -1.3122 -1.5177 0.3904  0.0583
I1 -1.4690 0.9161 -1.4969  0.2778
H1 1.5062 0.7930 -0.3684  0.1285
H2 -0.5611 1.3316 1.3589  0.1713

HOMO level (alpha / beta)   -0.3578 / -0.3578 Eh
ΔE to the lowest compared entry with this formula, charge and spin   323.95 kJ/mol
LUMO energy (alpha / beta)   -1.3 / -1.3 eV
Charge   0

No. 6
Here is C25H20N7O8S2Ti as an isolated structure at a distorted geometry from the Open Molecules 2025 dataset. Energies are from wB97M-V/def2-TZVPD.

Each line ends with the natural charge from an NBO analysis.
CARTESIAN COORDINATES (ANGSTROEM)
Ti1 -0.0098 -0.0258 0.7126  1.6547
C1 -1.3851 -5.5621 3.2001  -0.7551
S1 0.1585 -4.6570 2.9911  0.2175
C2 -0.4032 -2.9611 2.7984  -0.1035
S2 -1.9202 -2.5765 2.2413  -0.2117
N1 0.6015 -2.1710 3.1331  -0.4495
N2 0.5542 -0.8881 2.7134  -0.2336
C3 1.2653 -0.0829 3.4312  0.0050
C4 1.4752 1.2770 3.0245  0.1741
C5 2.1401 2.1887 3.8495  -0.2366
C6 2.2772 3.4943 3.4252  -0.1542
C7 1.7406 3.8675 2.1991  -0.2735
C8 1.1087 2.9039 1.4329  0.0982
N3 0.9910 1.6375 1.8207  -0.4833
H1 -1.1405 -6.6215 3.1246  0.2137
H2 -2.0847 -5.2862 2.4161  0.2448
H3 -1.8244 -5.3561 4.1743  0.2124
H4 1.6961 -0.4379 4.3629  0.1923
H5 2.5241 1.8629 4.8061  0.2188
H6 2.7890 4.2196 4.0447  0.2130
H7 1.8131 4.8824 1.8356  0.2211
H8 0.6772 3.1350 0.4687  0.2253
O1 1.6291 -1.2001 0.2985  -0.6152
C9 1.7047 -2.3073 -0.2544  0.4495
C10 0.7121 -2.8914 -1.0828  -0.3408
C11 1.0397 -4.0296 -1.8293  -0.0233
C12 0.1210 -4.5611 -2.7003  -0.0937
C13 -1.1619 -3.9847 -2.8389  -0.1320
C14 -1.5100 -2.8968 -2.1021  -0.2981
C15 -0.5933 -2.3011 -1.1776  0.5500
O2 -0.9586 -1.3226 -0.4603  -0.7030
N4 0.4707 -5.7107 -3.4892  0.5322
O3 -0.3605 -6.1553 -4.2676  -0.4074
O4 1.5874 -6.1920 -3.3570  -0.4114
H9 2.6257 -2.8896 -0.1122  0.1488
H10 2.0147 -4.4864 -1.7324  0.2324
H11 -1.8566 -4.4334 -3.5333  0.2410
H12 -2.4929 -2.4525 -2.1772  0.2323
O5 -1.5791 0.6998 1.5711  -0.7251
C16 -2.4843 1.4985 1.1050  0.2051
C17 -2.4861 2.0878 -0.1745  -0.2425
C18 -3.5912 2.8649 -0.5808  -0.1545
C19 -3.6512 3.4120 -1.8488  -0.0429
C20 -2.6291 3.2246 -2.7815  -0.2033
C21 -1.5231 2.4925 -2.3918  -0.3341
C22 -1.3973 1.9319 -1.1099  0.4458
O6 -0.2833 1.3245 -0.7788  -0.8312
N5 -4.8069 4.1937 -2.2216  0.5332
O7 -5.6554 4.4312 -1.3733  -0.4123
O8 -4.8926 4.5964 -3.3741  -0.4164
H13 -3.3300 1.7118 1.7632  0.1478
H14 -4.4119 3.0262 0.1030  0.2323
H15 -2.7136 3.6466 -3.7701  0.2325
H16 -0.7122 2.3240 -3.0922  0.2025
N6 2.1819 2.2357 -1.5809  -0.3343
C23 3.0922 3.1317 -2.0074  -0.0637
C24 4.2915 2.7741 -1.4304  -0.3597
C25 3.9846 1.6357 -0.6616  -0.0649
N7 2.7014 1.3288 -0.7613  -0.2514
H17 1.1799 2.1585 -1.7360  0.4471
H18 2.8268 3.9358 -2.6723  0.2145
H19 5.2423 3.2641 -1.5482  0.2199
H20 4.6316 1.0412 -0.0371  0.2047

HOMO level (alpha / beta)   -0.1154 / -0.1846 Eh
ΔE to the lowest compared entry with this formula, charge and spin   35.56 kJ/mol
LUMO energy (alpha / beta)   1.6 / 1.6 eV
Multiplicity   3
Charge   -1

Look up the charge of the second one. -1

Which of these has the highest charge? C15H31BrP2Sn